C2H6Cl2O | ωB97M-V/def2-TZVPD

Computed properties:
Calculated total energy: -29263.6392 eV
Structure (SMILES): CC(Cl)Cl.O
Charge: 0
Relative energy (zero: lowest compared OMol25 entry of this formula, charge and spin): 24.5 kJ/mol
E_LUMO: 0.582 eV
Spin multiplicity: 1
Gap between HOMO and LUMO: 11.41 eV

Bonds (Å) are listed after each position.
Cartesian coordinates (Å):
1 C 0.6124 0.1519 -0.7005  C2 1.552, H5 1.103, H6 1.103, H7 1.103
2 C 1.0065 -0.8912 0.3786  C1 1.552, Cl3 1.781, Cl4 1.797, H8 1.109
3 Cl 1.3884 -2.4089 -0.4716  C2 1.781
4 Cl 2.3913 -0.4044 1.4148  C2 1.797
5 H 1.5290 0.5552 -1.1628  C1 1.103
6 H 0.0977 0.9695 -0.1684  C1 1.103
7 H -0.0506 -0.2198 -1.4999  C1 1.103
8 H 0.2390 -1.0490 1.1634  C2 1.109
9 O -2.3165 1.0593 0.7382  H10 0.984, H11 0.984
10 H -2.1877 1.8521 0.1698  O9 0.984
11 H -2.7094 0.3853 0.1385  O9 0.984

These are the natural (NBO) partial charges, in e, on atoms 1 to 4:
1. C -0.644
2. C -0.202
3. Cl -0.035
4. Cl -0.041

C14H25FO9 | ωB97M-V/def2-TZVPD

Computed properties:
Calculated total energy: -36060.7310 eV
Structure (SMILES): O=COCCCOC[C@@H](F)OCCCC(=O)O.CCOC(=O)OC
Charge: 0
E_LUMO: 0.013 eV
Spin multiplicity: 1
Gap between HOMO and LUMO: 10.29 eV

Bonds (Å) are listed after each position.
Cartesian coordinates (Å):
1 O 1.0117 5.1329 0.2698  C2 1.353
2 C 1.6341 4.3333 1.1658  O1 1.353, O3 1.492, H18 1.186
3 O 2.0674 2.9688 0.7451  C2 1.492, C4 1.477
4 C 0.8229 2.1725 0.7380  O3 1.477, C5 1.672, H19 1.172, H20 1.192
5 C 1.1219 0.5327 0.6115  C4 1.672, C6 1.673, H21 1.193, H22 1.171
6 C -0.2934 -0.0954 -0.0218  C5 1.673, O7 1.475, H23 1.192, H24 1.171
7 O -1.3816 0.6080 0.6821  C6 1.475, C8 1.471
8 C -1.6658 0.0184 1.9993  O7 1.471, C9 1.651, H25 1.194, H26 1.181
9 C -2.5214 -1.3854 1.8499  C8 1.651, F10 1.510, O11 1.501, H27 1.170
10 F -2.4192 -2.1038 3.1746  C9 1.510
11 O -3.9866 -1.1177 1.6658  C9 1.501, C12 1.499
12 C -4.2504 -0.7807 0.2293  O11 1.499, C13 1.645, H28 1.193, H29 1.178
13 C -4.6109 0.8144 0.0471  C12 1.645, C14 1.672, H30 1.182, H31 1.173
14 C -5.4524 1.2511 1.4240  C13 1.672, C15 1.642, H32 1.172, H33 1.191
15 C -6.2321 2.6818 1.2176  C14 1.642, O16 1.336, O17 1.488
16 O -7.4733 2.8052 1.6959  C15 1.336
17 O -5.6122 3.8389 0.5162  C15 1.488, H34 1.021
18 H 1.8251 4.6986 2.2774  C2 1.186
19 H 0.2508 2.3564 1.7443  C4 1.172
20 H 0.1768 2.5105 -0.2056  C4 1.192
21 H 1.2111 0.0237 1.6870  C5 1.193
22 H 2.0521 0.3339 -0.0718  C5 1.171
23 H -0.3862 0.2109 -1.1698  C6 1.192
24 H -0.3400 -1.2635 0.0407  C6 1.171
25 H -2.3973 0.7807 2.5546  C8 1.194
26 H -0.7220 -0.0705 2.7034  C8 1.181
27 H -2.1047 -2.1193 1.0391  C9 1.170
28 H -3.3468 -1.1373 -0.4639  C12 1.193
29 H -5.2013 -1.3849 -0.1133  C12 1.178
30 H -5.3137 0.9214 -0.8977  C13 1.182
31 H -3.6854 1.5069 -0.1506  C13 1.173
32 H -4.7532 1.3230 2.3614  C14 1.172
33 H -6.2813 0.4411 1.6982  C14 1.191
34 H -5.6431 4.5789 1.2194  O17 1.021
35 C 4.9824 -0.7734 -3.8842  C36 1.519, H42 1.095, H43 1.094, H44 1.094
36 C 4.8227 -0.5280 -2.3938  C35 1.519, O37 1.433, H45 1.095, H46 1.097
37 O 4.1608 -1.6296 -1.7602  C36 1.433, C38 1.356
38 C 4.9268 -2.7261 -1.5377  O37 1.356, O39 1.223, O40 1.356
39 O 6.1105 -2.8454 -1.8204  C38 1.223
40 O 4.1467 -3.6807 -0.9736  C38 1.356, C41 1.426
41 C 4.8118 -4.9268 -0.7788  O40 1.426, H47 1.095, H48 1.095, H49 1.094
42 H 4.0161 -1.0101 -4.3413  C35 1.095
43 H 5.4041 0.1064 -4.3788  C35 1.094
44 H 5.6420 -1.6246 -4.0789  C35 1.094
45 H 4.1915 0.3530 -2.2381  C36 1.095
46 H 5.7861 -0.3234 -1.9112  C36 1.097
47 H 5.7437 -4.7987 -0.2187  C41 1.095
48 H 5.0046 -5.4001 -1.7468  C41 1.095
49 H 4.1504 -5.5780 -0.2005  C41 1.094

These are the natural (NBO) partial charges, in e, on atoms 1 to 4:
1. O -0.537
2. C 0.609
3. O -0.568
4. C -0.091

C26H50Cl6O18 | ωB97M-V/def2-TZVPD

Computed properties:
Calculated total energy: -139761.7255 eV
Structure (SMILES): CCOC(=O)OC.CCOC(=O)OC.CCOC(=O)OC.CCOC(=O)OC.CCOC(=O)OC.CCOC(=O)OC.ClC(Cl)Cl.ClC(Cl)Cl
Charge: 0
E_LUMO: 0.532 eV
Spin multiplicity: 1
Gap between HOMO and LUMO: 11.03 eV

Bonds (Å) are listed after each position.
Cartesian coordinates (Å):
1 C 5.8097 2.1890 2.5447  C2 1.484, H8 1.089, H9 1.074, H10 1.116
2 C 4.8168 2.1201 1.4436  C1 1.484, O3 1.443, H11 1.088, H12 1.060
3 O 5.4138 1.3126 0.4076  C2 1.443, C4 1.313
4 C 4.6965 1.0738 -0.6664  O3 1.313, O5 1.215, O6 1.362
5 O 3.6512 1.6241 -0.9490  C4 1.215
6 O 5.3678 0.2221 -1.4906  C4 1.362, C7 1.445
7 C 4.8389 0.0927 -2.8295  O6 1.445, H13 1.102, H14 1.081, H15 1.109
8 H 5.9635 1.2307 3.0388  C1 1.089
9 H 5.4884 2.7725 3.3875  C1 1.074
10 H 6.7607 2.6036 2.1337  C1 1.116
11 H 4.6186 3.1126 1.0446  C2 1.088
12 H 3.9037 1.6493 1.7055  C2 1.060
13 H 5.2414 0.8889 -3.4772  C7 1.102
14 H 3.7639 0.0681 -2.9394  C7 1.081
15 H 5.3275 -0.8621 -3.1113  C7 1.109
16 C 4.1121 5.3303 -6.6205  C17 1.502, H23 1.096, H24 1.144, H25 1.067
17 C 4.5425 5.1101 -5.1989  C16 1.502, O18 1.438, H26 1.082, H27 1.108
18 O 3.7615 4.1218 -4.5043  C17 1.438, C19 1.324
19 C 2.8745 4.4789 -3.5880  O18 1.324, O20 1.224, O21 1.341
20 O 2.7798 5.5874 -3.0784  C19 1.224
21 O 2.0833 3.4283 -3.3271  C19 1.341, C22 1.404
22 C 1.2438 3.5340 -2.2064  O21 1.404, H28 1.136, H29 1.077, H30 1.102
23 H 4.7593 6.0700 -7.1047  C16 1.096
24 H 3.0359 5.6731 -6.8014  C16 1.144
25 H 4.2845 4.4266 -7.1609  C16 1.067
26 H 4.5404 6.0863 -4.7313  C17 1.082
27 H 5.5653 4.6901 -5.1319  C17 1.108
28 H 0.1913 3.7307 -2.5874  C22 1.136
29 H 1.4735 4.3511 -1.5428  C22 1.077
30 H 1.2030 2.5989 -1.6240  C22 1.102
31 C -5.5734 -4.9454 1.9058  C32 1.538, H38 1.072, H39 1.083, H40 1.126
32 C -4.0897 -5.3256 2.0423  C31 1.538, O33 1.453, H41 1.069, H42 1.099
33 O -3.4079 -4.0610 2.2593  C32 1.453, C34 1.351
34 C -2.0791 -3.8909 2.0864  O33 1.351, O35 1.190, O36 1.325
35 O -1.4939 -2.8960 2.3773  C34 1.190
36 O -1.5641 -5.0305 1.6473  C34 1.325, C37 1.452
37 C -0.1148 -5.0346 1.5632  O36 1.452, H43 1.091, H44 1.097, H45 1.107
38 H -5.8921 -4.2743 2.6783  C31 1.072
39 H -6.2020 -5.8245 1.8420  C31 1.083
40 H -5.6226 -4.3126 0.9761  C31 1.126
41 H -3.8311 -5.9496 1.2134  C32 1.069
42 H -4.0212 -5.8687 2.9956  C32 1.099
43 H 0.1424 -6.0941 1.5288  C37 1.091
44 H 0.2910 -4.5552 2.4621  C37 1.097
45 H 0.2817 -4.4527 0.7083  C37 1.107
46 C -1.9756 -0.9698 6.9939  C47 1.499, H53 1.097, H54 1.101, H55 1.070
47 C -2.1776 -0.5858 5.5595  C46 1.499, O48 1.430, H56 1.066, H57 1.078
48 O -1.2375 0.4204 5.1744  C47 1.430, C49 1.356
49 C -0.0255 0.0018 4.7347  O48 1.356, O50 1.222, O51 1.281
50 O 0.4212 -1.1352 4.6988  C49 1.222
51 O 0.6903 1.0587 4.6258  C49 1.281, C52 1.438
52 C 2.0756 0.8752 4.2858  O51 1.438, H58 1.105, H59 1.068, H60 1.116
53 H -0.9361 -1.2401 7.2155  C46 1.097
54 H -2.4923 -1.9308 7.1405  C46 1.101
55 H -2.3190 -0.2315 7.6888  C46 1.070
56 H -3.1701 -0.2247 5.4173  C47 1.066
57 H -2.0003 -1.4587 4.9528  C47 1.078
58 H 2.5068 1.8357 3.9505  C52 1.105
59 H 2.2109 0.1125 3.5505  C52 1.068
60 H 2.5920 0.5252 5.2112  C52 1.116
61 C -1.2678 -3.4200 -7.7645  C62 1.522, H68 1.075, H69 1.090, H70 1.129
62 C -0.2806 -3.0549 -6.6646  C61 1.522, O63 1.460, H71 1.078, H72 1.069
63 O -0.1488 -1.6021 -6.6057  C62 1.460, C64 1.339
64 C 0.6917 -1.1759 -5.6545  O63 1.339, O65 1.200, O66 1.344
65 O 1.1541 -1.8587 -4.7830  C64 1.200
66 O 0.9948 0.1148 -5.8770  C64 1.344, C67 1.453
67 C 1.8431 0.6156 -4.8084  O66 1.453, H73 1.080, H74 1.092, H75 1.093
68 H -2.2287 -2.9696 -7.5919  C61 1.075
69 H -1.4032 -4.4957 -7.8751  C61 1.090
70 H -0.8866 -2.9133 -8.6988  C61 1.129
71 H 0.7148 -3.4135 -6.8701  C62 1.078
72 H -0.6955 -3.3967 -5.7403  C62 1.069
73 H 2.8606 0.3819 -5.0848  C67 1.080
74 H 1.6104 0.1732 -3.8371  C67 1.092
75 H 1.7398 1.7008 -4.7343  C67 1.093
76 C -2.5086 0.3858 1.1061  C77 1.544, H83 1.095, H84 1.102, H85 1.102
77 C -3.5537 -0.2599 2.0420  C76 1.544, O78 1.409, H86 1.098, H87 1.066
78 O -4.8893 0.0903 1.7600  C77 1.409, C79 1.357
79 C -5.8359 -0.3343 2.6348  O78 1.357, O80 1.149, O81 1.342
80 O -5.6947 -0.6829 3.7207  C79 1.149
81 O -6.9875 -0.1832 1.9630  C79 1.342, C82 1.419
82 C -8.1019 -0.7216 2.6579  O81 1.419, H88 1.040, H89 1.114, H90 1.087
83 H -2.3963 -0.1167 0.1400  C76 1.095
84 H -1.5000 0.4815 1.5387  C76 1.102
85 H -2.7501 1.4427 0.9093  C76 1.102
86 H -3.3596 0.0274 3.0842  C77 1.098
87 H -3.5166 -1.3192 2.1540  C77 1.066
88 H -8.4690 -0.1403 3.4387  C82 1.040
89 H -7.8142 -1.7276 3.0413  C82 1.114
90 H -8.8789 -0.8529 1.9097  C82 1.087
91 Cl -1.4563 4.1636 4.2234  C92 1.797
92 C -1.7798 4.1695 2.4557  Cl91 1.797, Cl93 1.731, Cl94 1.825, H95 1.034
93 Cl -0.3092 4.2548 1.5477  C92 1.731
94 Cl -2.8721 5.5228 1.9020  C92 1.825
95 H -2.2740 3.3106 2.1617  C92 1.034
96 Cl 2.8017 -1.7136 1.6981  C97 1.772
97 C 1.3323 -1.2555 0.8202  Cl96 1.772, Cl98 1.854, Cl99 1.739, H100 1.095
98 Cl 1.4921 -1.8613 -0.9251  C97 1.854
99 Cl 1.1148 0.4694 0.8630  C97 1.739
100 H 0.4102 -1.6884 1.2220  C97 1.095

These are the Löwdin partial charges, in e, on atoms 1 to 4:
1. C -0.066
2. C -0.211
3. O 0.043
4. C -0.587

C12H19ClNO | ωB97M-V/def2-TZVPD

Computed properties:
Calculated total energy: -28805.8588 eV
Structure (SMILES): CCCCOc1ccc(CC[NH3+])cc1Cl
Charge: +1
Relative energy (zero: lowest compared OMol25 entry of this formula, charge and spin): 0.0 kJ/mol
E_LUMO: -3.284 eV
Spin multiplicity: 1
Gap between HOMO and LUMO: 8.43 eV

Bonds (Å) are listed after each position.
Cartesian coordinates (Å):
1 C 4.0795 -4.8573 -0.0997  C2 1.523, H16 1.087, H17 1.087, H18 1.087
2 C 2.7137 -4.2302 0.1479  C1 1.523, C3 1.527, H19 1.092, H20 1.092
3 C 2.7456 -2.7193 -0.0701  C2 1.527, C4 1.525, H21 1.091, H22 1.091
4 C 1.3780 -2.0922 0.1773  C3 1.525, O5 1.425, H23 1.095, H24 1.095
5 O 1.5066 -0.6963 -0.0797  C4 1.425, C6 1.333
6 C 0.5317 0.1966 0.0918  O5 1.333, C7 1.404, C14 1.407
7 C 0.9441 1.5189 -0.1405  C6 1.404, C8 1.379, H25 1.078
8 C 0.0850 2.5925 -0.0397  C7 1.379, C9 1.398, H26 1.082
9 C -1.2489 2.3899 0.3249  C8 1.398, C10 1.506, C13 1.386
10 C -2.2279 3.5345 0.3421  C9 1.506, C11 1.531, H27 1.091, H28 1.088
11 C -2.8389 3.6736 -1.0547  C10 1.531, N12 1.492, H29 1.090, H30 1.089
12 N -1.7185 3.8264 -2.0285  C11 1.492, H31 1.026, H32 1.024, H33 1.057
13 C -1.6710 1.0915 0.5609  C9 1.386, C14 1.388, H34 1.079
14 C -0.8134 0.0053 0.4563  C6 1.407, C13 1.388, Cl15 1.738
15 Cl -1.5223 -1.5457 0.7924  C14 1.738
16 H 4.0364 -5.9319 0.0553  C1 1.087
17 H 4.4070 -4.6708 -1.1196  C1 1.087
18 H 4.8196 -4.4422 0.5798  C1 1.087
19 H 1.9803 -4.6779 -0.5264  C2 1.092
20 H 2.3964 -4.4420 1.1710  C2 1.092
21 H 3.0540 -2.4984 -1.0932  C3 1.091
22 H 3.4713 -2.2617 0.6038  C3 1.091
23 H 0.6370 -2.5335 -0.4977  C4 1.095
24 H 1.0711 -2.2588 1.2147  C4 1.095
25 H 1.9817 1.6648 -0.3941  C7 1.078
26 H 0.4869 3.5918 -0.1465  C8 1.082
27 H -1.7301 4.4616 0.6288  C10 1.091
28 H -3.0251 3.3462 1.0585  C10 1.088
29 H -3.3888 2.7657 -1.3045  C11 1.090
30 H -3.5112 4.5283 -1.1217  C11 1.089
31 H -1.3612 4.7880 -2.0277  N12 1.026
32 H -1.9854 3.5710 -2.9838  N12 1.024
33 H -0.9555 3.1916 -1.6656  N12 1.057
34 H -2.6934 0.9047 0.8499  C13 1.079

These are the natural (NBO) partial charges, in e, on atoms 1 to 4:
1. C -0.598
2. C -0.393
3. C -0.411
4. C -0.060